Computed, not measured: the molecule C23H31NO7, with ωB97M-V/def2-TZVPD.

Last column: natural (NBO) charge in e.
Atoms and positions in Å:
C -0.669 -0.961 3.338  -0.2506
O -0.211 -2.113 2.648  -0.5358
C 0.487 -1.850 1.489  0.3521
C 1.831 -1.437 1.573  -0.1169
C 2.549 -1.312 2.882  -0.6377
C 2.469 -1.184 0.377  0.0985
C 1.813 -1.351 -0.837  -0.3281
C 0.502 -1.806 -0.929  0.4336
O -0.089 -1.985 -2.127  -0.6802
C -0.169 -2.069 0.270  -0.1279
C -1.573 -2.616 0.228  -0.4551
C -2.602 -1.524 0.145  -0.2095
C -3.451 -1.328 -0.855  0.0282
C -3.472 -2.187 -2.090  -0.6656
C -4.503 -0.247 -0.856  -0.4078
C -4.572 0.636 0.394  -0.5107
C -3.340 1.496 0.542  0.8217
O -2.629 1.530 1.516  -0.6281
O -3.148 2.245 -0.546  -0.5123
C -1.968 3.038 -0.594  -0.0818
C -0.771 2.221 -1.110  -0.2417
N 0.449 2.638 -0.447  -0.4494
C 0.610 1.989 0.846  -0.2737
C 1.844 2.562 1.536  -0.0715
O 3.004 2.350 0.761  -0.5422
C 2.860 2.949 -0.507  -0.0778
C 1.638 2.412 -1.252  -0.2331
C 2.736 -1.005 -1.914  0.7859
O 2.516 -1.030 -3.104  -0.6129
O 3.910 -0.637 -1.364  -0.4768
C 3.846 -0.689 0.060  -0.1220
H 0.159 -0.349 3.707  0.1691
H -1.248 -1.334 4.181  0.1976
H -1.306 -0.337 2.705  0.1964
H 3.560 -1.705 2.787  0.2182
H 2.027 -1.869 3.655  0.2334
H 2.629 -0.267 3.184  0.2168
H 0.553 -1.757 -2.824  0.5160
H -1.655 -3.285 -0.627  0.2257
H -1.744 -3.183 1.147  0.2373
H -2.621 -0.882 1.011  0.2005
H -3.861 -3.179 -1.860  0.2192
H -2.470 -2.300 -2.496  0.2428
H -4.107 -1.745 -2.854  0.2114
H -4.339 0.397 -1.724  0.2228
H -5.477 -0.729 -0.990  0.2145
H -4.696 0.035 1.295  0.2306
H -5.429 1.306 0.298  0.2395
H -2.199 3.870 -1.259  0.1965
H -1.746 3.421 0.406  0.2035
H -0.660 2.373 -2.185  0.2036
H -0.980 1.150 -0.944  0.1869
H -0.274 2.170 1.458  0.2311
H 0.731 0.899 0.727  0.1802
H 2.018 2.069 2.494  0.1871
H 1.702 3.639 1.700  0.1713
H 3.773 2.725 -1.061  0.1980
H 2.758 4.038 -0.389  0.1695
H 1.533 2.948 -2.198  0.2065
H 1.784 1.342 -1.471  0.1638
H 4.640 -1.353 0.418  0.2018
H 4.012 0.321 0.454  0.2380

Calculated values
* total charge: 0

---

Computed, not measured: a cluster of 2 separate species, C3H7NO in total, with ωB97M-V/def2-TZVPD.

Last column: natural (NBO) charge in e.
Atoms and positions in Å:
C -1.224 0.838 -1.044  -0.7113
C 0.014 1.051 -0.209  0.4662
O -0.001 1.418 0.948  -0.5923
H -1.370 1.729 -1.664  0.2254
H -2.091 0.707 -0.393  0.2270
H -1.123 -0.025 -1.708  0.2235
H 0.973 0.960 -0.757  0.1087
C 0.717 -1.465 1.304  -0.0183
N 0.292 -1.323 0.120  -0.6203
H 0.938 -2.432 1.763  0.1532
H 0.869 -0.561 1.902  0.1924
H 0.160 -2.203 -0.374  0.3458

Calculated values
* total charge: 0

---

Computed, not measured: the molecule C3H2N2OS2 in a non-equilibrium geometry, with ωB97M-V/def2-TZVPD.

Last column: natural (NBO) charge in e.
Atoms and positions in Å:
S -0.269 1.010 -2.252  0.0072
C 0.903 0.230 -1.342  -0.0823
N 0.658 -0.412 -0.138  -0.3186
N 1.725 -1.110 0.521  -0.2612
C 1.106 -1.427 1.657  0.3359
O -0.027 -0.788 1.860  -0.4215
C -0.379 -0.175 0.655  0.1950
S -1.598 0.677 0.755  0.1136
H 1.874 0.039 -1.757  0.2217
H 1.757 -1.843 2.329  0.2104

Calculated values
* total charge: 0

---

Number 1: highest occupied orbital energy -8.615 eV, frontier orbital gap 9.3 eV, molar mass 433.50 g mol⁻¹. Number 2: highest occupied orbital energy -9.282 eV, frontier orbital gap 10.3 eV, molar mass 73.09 g mol⁻¹. Number 3: highest occupied orbital energy -8.485 eV, frontier orbital gap 7.7 eV, molar mass 146.20 g mol⁻¹.